{"formula": "C6H14NO3P", "method": "wB97M-V/def2-TZVPD", "fmax_ev_per_a": 1.799, "e_above_lowest_kj_mol": 52.99, "spin_multiplicity": 1, "smiles": "C=P(O)(OCC)OCC.C#N", "homo_energy_ev": -8.45, "gap_ev": 9.30, "e_lumo_ev": 0.86, "elements": ["C", "P", "O", "O", "C", "C", "O", "C", "C", "H", "H", "H", "H", "H", "H", "H", "H", "H", "H", "H", "H", "H", "C", "N", "H"], "positions_angstrom": [[-0.25310, -0.46222, -1.85251], [-0.20657, -0.55193, -0.14495], [-1.63717, -1.00927, 0.40414], [0.77328, -1.47002, 0.74520], [1.07581, -1.31013, 2.13254], [-0.12442, -1.54476, 3.02872], [-0.01112, 0.89223, 0.54320], [0.30167, 2.03087, -0.24120], [1.79760, 2.13993, -0.48838], [0.71553, -0.21050, -2.27205], [-0.56259, -1.43911, -2.22045], [-2.31964, -0.82157, -0.24089], [1.86044, -2.04867, 2.32222], [1.47722, -0.30512, 2.29485], [0.19058, -1.53589, 4.07005], [-0.86241, -0.76314, 2.87151], [-0.57988, -2.50499, 2.80066], [-0.23585, 1.96792, -1.19254], [-0.05957, 2.89044, 0.33033], [2.02494, 3.08369, -0.97682], [2.33852, 2.08591, 0.45282], [2.12889, 1.32265, -1.12510], [-2.58485, -0.14144, -3.75520], [-3.63283, -0.32734, -3.35021], [-1.61447, 0.03245, -4.13595]], "forces_ev_per_a": [[0.6, -0.7, 1.5], [-0.3, 0.5, 0.1], [0.4, -0.4, 0.1], [-0.5, 0.3, -1.2], [0.1, 0.1, 0.4], [0.1, 0.0, -0.3], [0.2, -1.0, -0.1], [0.2, 0.7, -0.3], [-0.3, -0.1, 0.1], [0.1, 0.2, -0.1], [-0.2, -0.1, -0.1], [-0.4, 0.2, -0.3], [-0.1, 0.2, 0.0], [0.0, -0.1, 0.0], [0.0, 0.0, 0.1], [-0.1, 0.0, 0.1], [-0.1, -0.1, 0.0], [0.0, 0.1, 0.2], [0.0, -0.1, -0.1], [0.1, 0.1, -0.1], [0.1, 0.1, 0.1], [0.1, 0.0, -0.1], [0.3, 0.1, -0.2], [-0.8, -0.1, 0.3], [0.3, 0.1, -0.1]]}

{"formula": "C48H132N12O12", "method": "wB97M-V/def2-TZVPD", "fmax_ev_per_a": 2.706, "e_above_lowest_kj_mol": 275.19, "spin_multiplicity": 1, "smiles": "COC[C@H](C)N.COC[C@H](C)N.COC[C@H](C)N.COC[C@H](C)N.COC[C@H](C)N.COC[C@H](C)N.COC[C@H](C)N.COC[C@H](C)N.COC[C@H](C)N.COC[C@H](C)N.COC[C@H](C)N.COC[C@H](C)N", "homo_energy_ev": -8.49, "gap_ev": 8.99, "e_lumo_ev": 0.50, "elements": ["C", "O", "C", "C", "C", "N", "H", "H", "H", "H", "H", "H", "H", "H", "H", "H", "H", "C", "O", "C", "C", "C", "N", "H", "H", "H", "H", "H", "H", "H", "H", "H", "H", "H", "C", "O", "C", "C", "C", "N", "H", "H", "H", "H", "H", "H", "H", "H", "H", "H", "H", "C", "O", "C", "C", "C", "N", "H", "H", "H", "H", "H", "H", "H", "H", "H", "H", "H", "C", "O", "C", "C", "C", "N", "H", "H", "H", "H", "H", "H", "H", "H", "H", "H", "H", "C", "O", "C", "C", "C", "N", "H", "H", "H", "H", "H", "H", "H", "H", "H", "H", "H", "C", "O", "C", "C", "C", "N", "H", "H", "H", "H", "H", "H", "H", "H", "H", "H", "H", "C", "O", "C", "C", "C", "N", "H", "H", "H", "H", "H", "H", "H", "H", "H", "H", "H", "C", "O", "C", "C", "C", "N", "H", "H", "H", "H", "H", "H", "H", "H", "H", "H", "H", "C", "O", "C", "C", "C", "N", "H", "H", "H", "H", "H", "H", "H", "H", "H", "H", "H", "C", "O", "C", "C", "C", "N", "H", "H", "H", "H", "H", "H", "H", "H", "H", "H", "H", "C", "O", "C", "C", "C", "N", "H", "H", "H", "H", "H", "H", "H", "H", "H", "H", "H"], "positions_angstrom": [[4.28244, -4.49751, 3.38473], [3.62696, -4.39701, 4.64667], [2.27975, -4.02196, 4.56432], [2.13314, -2.48713, 4.61059], [2.19572, -1.97721, 6.06046], [0.79659, -2.07890, 4.11442], [3.68061, -5.12016, 2.64446], [5.30838, -4.93488, 3.61906], [4.35031, -3.53422, 2.90383], [1.87656, -4.50113, 3.65104], [1.79647, -4.45955, 5.46097], [2.95564, -2.09222, 4.03092], [3.16548, -2.27840, 6.54212], [1.51796, -2.47159, 6.76814], [2.08223, -0.88094, 5.99641], [0.63350, -2.06703, 3.06588], [0.61310, -1.16196, 4.51433], [5.24105, 5.87557, -1.31171], [5.34186, 4.49740, -1.13316], [5.82848, 3.85538, -2.30656], [5.62516, 2.31955, -2.11190], [6.14689, 1.52056, -3.34118], [4.23849, 2.01212, -1.94430], [6.14542, 6.35510, -1.72313], [5.15032, 6.37051, -0.30703], [4.42199, 6.18055, -1.99975], [5.24577, 4.13212, -3.17349], [6.84420, 4.10020, -2.46384], [6.24851, 2.09314, -1.22679], [7.23397, 1.66977, -3.52052], [5.57156, 1.85849, -4.16031], [5.94232, 0.45086, -3.12607], [3.74189, 2.49818, -1.20682], [4.15325, 1.02826, -1.90403], [2.60873, -0.81384, 1.40498], [1.67327, -1.19663, 0.45810], [1.27155, -0.13774, -0.41474], [-0.24578, -0.23763, -0.52360], [-0.87534, 0.53796, -1.66869], [-0.90740, 0.18058, 0.73839], [2.87284, -1.74881, 1.91373], [2.23902, -0.17321, 2.22037], [3.48979, -0.31720, 1.00542], [1.58892, 0.83016, 0.05764], [1.78600, -0.25091, -1.36409], [-0.41165, -1.34455, -0.60445], [-0.71549, 1.63817, -1.51611], [-1.96330, 0.42180, -1.68336], [-0.50910, 0.18598, -2.63295], [-0.32870, -0.17219, 1.49772], [-0.94907, 1.19225, 0.80376], [3.23423, 0.43602, -4.78868], [2.31452, -0.34335, -5.54626], [1.15699, -0.56117, -4.74117], [0.43886, -1.77851, -5.31890], [-0.88629, -2.00160, -4.64326], [1.22066, -3.00520, -5.38735], [4.03113, 0.69027, -5.48389], [3.73566, -0.19729, -3.97067], [2.83059, 1.30011, -4.30780], [1.44677, -0.72507, -3.68058], [0.37933, 0.23668, -4.74333], [0.24119, -1.46901, -6.34147], [-1.51272, -1.09600, -4.64126], [-0.68405, -2.22249, -3.57528], [-1.44191, -2.77795, -5.09890], [2.03775, -2.74870, -5.95134], [1.55452, -3.34235, -4.47533], [6.20446, -0.99978, -0.32067], [5.34871, -1.24836, -1.37751], [4.66385, -2.46492, -1.11679], [3.58916, -2.67461, -2.21160], [2.54392, -3.60577, -1.62300], [4.05114, -3.18972, -3.50736], [7.13880, -1.55890, -0.42785], [5.75812, -1.30124, 0.65625], [6.41067, 0.05165, -0.34558], [5.41524, -3.30800, -1.03266], [4.13544, -2.39639, -0.13861], [3.10738, -1.72967, -2.32575], [3.05656, -4.54809, -1.27816], [1.74746, -3.81175, -2.36607], [2.09320, -3.10007, -0.75934], [4.91770, -2.78658, -3.79051], [4.25984, -4.20001, -3.40213], [-1.09566, -5.79454, 4.59882], [-1.84747, -5.24662, 3.61250], [-1.20176, -5.30731, 2.34394], [-1.78833, -4.19951, 1.43265], [-1.09436, -4.21354, 0.04855], [-1.46335, -2.93044, 2.08447], [-1.62921, -5.69686, 5.57874], [-0.15106, -5.22460, 4.60598], [-0.95776, -6.84170, 4.34860], [-0.11715, -5.06157, 2.37257], [-1.34198, -6.27560, 1.85627], [-2.87956, -4.34542, 1.24499], [-1.13487, -5.22129, -0.39785], [-0.08830, -3.84955, 0.14510], [-1.77868, -3.65417, -0.58685], [-1.90814, -2.09575, 1.69322], [-1.63703, -3.02867, 3.09834], [5.18192, 3.69493, 2.57403], [4.69606, 2.48652, 3.18492], [5.65356, 2.01601, 4.22925], [5.44710, 0.52919, 4.41503], [6.43424, 0.06443, 5.42889], [5.65889, -0.22255, 3.22495], [6.20199, 3.48552, 2.25088], [5.20179, 4.53714, 3.25379], [4.50189, 3.92151, 1.71843], [6.70472, 2.18603, 3.84458], [5.45838, 2.68165, 5.10463], [4.37416, 0.37425, 4.75024], [7.48504, 0.29745, 5.14594], [6.29639, -1.00016, 5.43782], [6.15842, 0.48338, 6.40680], [6.65811, -0.48664, 3.12234], [5.47392, 0.41793, 2.46345], [-2.65947, 1.72892, 3.27652], [-3.57385, 1.42860, 2.22841], [-4.56402, 0.49034, 2.69927], [-5.16595, -0.10364, 1.41601], [-6.33901, -0.98719, 1.71684], [-4.15587, -0.87629, 0.70610], [-1.76946, 1.03320, 3.21035], [-2.98217, 1.60277, 4.31936], [-2.33028, 2.75679, 3.14879], [-4.06384, -0.38349, 3.14269], [-5.27905, 0.90225, 3.47869], [-5.54643, 0.72301, 0.78749], [-5.95267, -1.95201, 2.06798], [-6.93547, -1.12537, 0.82050], [-7.01048, -0.52590, 2.48771], [-3.25975, -0.40149, 0.53492], [-4.54128, -1.30390, -0.12566], [-0.72745, 1.02702, 6.34385], [0.08541, 0.87123, 5.21816], [1.11765, 1.82786, 5.22355], [0.95804, 3.05625, 4.22533], [0.90097, 2.59355, 2.71857], [2.05560, 3.99292, 4.39077], [-1.44084, 0.20504, 6.32598], [-1.28683, 1.96674, 6.33586], [-0.08865, 0.91428, 7.22975], [1.26391, 2.30284, 6.18957], [2.05723, 1.32336, 5.01241], [0.00397, 3.51733, 4.31590], [0.58362, 3.47496, 2.15327], [0.14669, 1.82047, 2.66196], [1.92959, 2.27023, 2.39954], [2.07920, 4.35453, 5.36489], [2.93484, 3.53118, 4.22187], [-5.20500, 1.65121, -1.98191], [-5.75883, 0.98944, -3.08209], [-7.17619, 0.94126, -3.30843], [-7.65056, -0.48464, -3.06664], [-6.79499, -1.43794, -3.90129], [-9.07310, -0.63515, -3.35219], [-5.55227, 2.65107, -1.91965], [-4.11799, 1.67086, -2.15562], [-5.45535, 1.07268, -1.10073], [-7.68614, 1.51255, -2.54010], [-7.50504, 1.20561, -4.35548], [-7.55154, -0.66319, -1.98024], [-7.07687, -2.46193, -3.66886], [-5.74669, -1.26991, -3.69374], [-6.92456, -1.28214, -4.98359], [-9.64441, -0.00595, -2.82532], [-9.54889, -1.51690, -3.26589], [-2.76434, 1.43786, -5.20398], [-2.65349, 0.48655, -6.29730], [-3.91693, 0.21503, -6.97723], [-3.69202, -0.84541, -8.11012], [-3.37629, -2.24074, -7.51331], [-2.63735, -0.49275, -9.08915], [-2.79117, 2.48268, -5.51534], [-1.87146, 1.31008, -4.53361], [-3.65312, 1.19993, -4.62615], [-4.71930, -0.08558, -6.25319], [-4.25972, 1.13571, -7.47304], [-4.63849, -0.89915, -8.64791], [-3.18710, -2.99729, -8.27324], [-4.05599, -2.62815, -6.72839], [-2.36880, -2.14282, -7.06495], [-1.77534, -0.24244, -8.59750], [-2.89664, 0.35850, -9.58461], [-2.54192, 3.98272, -0.36869], [-3.35846, 4.67748, 0.54897], [-4.70441, 4.27072, 0.42556], [-5.58635, 4.86470, 1.53455], [-5.00815, 4.69588, 2.93613], [-6.85820, 4.11039, 1.40346], [-1.51868, 4.34859, -0.27853], [-2.84202, 4.12017, -1.40616], [-2.54839, 2.95886, -0.08142], [-5.13361, 4.53961, -0.57973], [-4.74779, 3.19499, 0.46795], [-5.77874, 5.94236, 1.36343], [-4.78187, 3.65136, 3.18657], [-5.83435, 4.98823, 3.57735], [-4.18306, 5.38556, 3.12071], [-7.59377, 4.57318, 1.85466], [-6.74922, 3.19815, 1.83560]], "forces_ev_per_a": [[0.0, -1.1, 0.3], [1.0, -0.4, -0.3], [-0.2, 0.0, 0.2], [-1.6, -0.8, 0.3], [1.6, -0.5, 0.1], [0.3, 0.0, -0.9], [0.8, 0.2, 1.0], [-1.4, 0.6, -0.7], [0.4, 0.6, -0.1], [-0.3, 0.5, 0.3], [0.0, 0.2, -0.5], [0.4, 0.5, -0.1], [-0.4, 0.7, -0.7], [-0.6, 0.4, -0.7], [0.0, -0.4, 0.6], [0.4, -0.2, 1.7], [-0.3, 0.0, -0.4], [0.1, 1.6, 0.6], [0.2, -0.1, -0.3], [-1.7, -1.8, 0.6], [1.6, 1.2, -0.2], [0.6, -0.1, 2.0], [-0.4, 0.9, -0.4], [0.1, -0.5, -0.1], [-0.4, -0.6, -0.9], [0.1, -0.3, 0.5], [-0.3, 0.4, -0.4], [1.3, 0.2, -0.2], [-0.1, -0.2, -0.1], [-0.7, -0.1, 0.1], [-0.5, 0.1, -1.2], [0.2, 0.5, -0.4], [0.4, -0.2, 0.0], [-0.5, -1.1, 0.4], [0.5, -0.6, 1.4], [-0.5, 0.5, -0.5], [0.0, 0.6, 0.8], [-0.5, -0.4, 0.5], [0.0, 0.5, 0.2], [0.3, -0.6, -0.4], [0.4, 0.2, -0.1], [-0.4, 0.2, -0.3], [0.3, -0.1, -0.3], [-0.4, -0.5, -0.5], [0.0, 0.0, -0.4], [-0.2, 0.8, -0.2], [0.2, -0.8, -0.4], [0.1, -0.2, 0.2], [0.1, 0.3, 0.0], [-0.2, 0.1, 0.1], [0.1, 0.0, 0.0], [1.5, -2.0, 0.0], [-0.6, 1.0, 1.4], [-0.5, -0.9, 0.0], [-0.1, 0.1, 0.0], [0.3, 1.2, 1.5], [0.4, 0.2, -0.3], [0.0, 0.3, 0.0], [-0.8, 0.6, -0.9], [-0.5, 0.7, 0.1], [0.0, -0.1, -0.4], [0.9, 0.3, -0.2], [-0.1, -0.1, -0.4], [0.2, -0.2, -0.2], [-0.3, -0.3, -0.3], [-0.4, -0.9, -0.3], [-0.1, -0.5, 0.5], [-0.1, 0.5, -0.5], [0.6, -0.2, 0.9], [-0.9, -0.7, -0.2], [-0.3, -0.4, -0.5], [0.8, -1.2, 0.7], [0.0, -0.6, 0.1], [-0.4, -1.1, 0.7], [0.1, 0.0, 0.0], [0.2, 0.4, -0.5], [0.3, 0.6, 0.3], [-0.8, 0.6, -0.3], [0.4, 0.1, -0.4], [-0.2, 0.9, -0.4], [-0.7, 0.6, -0.4], [0.5, -0.2, 0.5], [0.0, -0.3, -0.2], [0.6, 0.6, -0.2], [-0.3, 0.8, -0.1], [0.7, -0.1, 1.5], [-1.2, 1.1, -2.2], [-0.6, 1.2, -0.8], [0.4, -0.1, -0.1], [-1.7, -1.1, 0.5], [0.0, -0.1, 0.7], [0.5, -0.1, -0.8], [0.0, -0.6, 0.6], [0.5, -0.5, 0.5], [-0.4, -0.3, 0.5], [0.0, -0.2, 0.2], [0.5, -0.1, 0.4], [0.3, 0.1, 0.3], [0.4, 0.3, -0.3], [0.6, 0.6, -0.3], [-0.2, -0.6, 0.2], [0.0, 0.4, -0.9], [-0.7, -0.9, -0.6], [1.2, 0.0, 0.9], [-0.7, 1.5, -1.6], [-0.9, 1.0, 1.0], [-0.1, 0.0, 0.9], [0.8, -0.3, -1.5], [0.0, 0.3, -0.4], [-0.1, 0.2, 0.4], [0.7, -0.2, 0.6], [-0.9, -0.1, 0.4], [0.3, -0.8, -0.2], [1.1, 0.0, -0.1], [-0.7, 0.0, 0.2], [0.3, -0.7, 0.5], [0.5, -0.2, -0.1], [-0.9, 0.2, 0.2], [-0.2, -0.2, -0.5], [1.6, -0.7, -0.4], [-0.8, -0.1, 1.9], [0.4, -0.6, -1.0], [-0.2, 1.0, 0.0], [-0.7, -0.1, 0.9], [0.4, 0.0, 0.3], [-0.8, 0.7, -0.1], [-0.7, 0.1, -0.4], [0.1, 0.1, -0.1], [0.2, 0.2, 0.3], [0.6, -0.1, -1.2], [0.2, 0.1, 0.4], [-0.3, 0.1, 0.0], [-0.1, -0.3, -0.1], [0.5, -0.4, -0.6], [-0.6, 0.0, 0.0], [0.2, 0.1, -0.1], [-0.3, -0.7, 0.4], [0.3, 0.5, -0.5], [0.3, 1.4, -1.2], [0.9, -2.2, -1.3], [1.2, 0.6, 1.4], [-0.6, 0.7, 1.2], [-0.1, 0.0, 0.1], [0.2, 0.1, 0.1], [-0.4, 0.3, 0.2], [-0.2, -0.2, 0.5], [0.2, -0.1, -0.4], [-0.8, 0.7, 0.9], [0.1, -0.2, -0.2], [0.1, -0.3, -0.3], [-1.0, 0.1, 0.1], [0.0, -0.3, -1.0], [0.3, -0.3, -0.2], [0.1, -0.9, -0.3], [-0.5, -0.3, -2.0], [-0.1, -0.4, 0.3], [-0.1, -1.0, 0.4], [-0.5, -0.1, 0.0], [-0.4, 0.8, -1.0], [-0.4, 1.1, 0.3], [-0.3, -0.1, 0.2], [0.2, 0.2, 0.5], [-0.2, 0.9, -0.2], [0.8, 0.2, 1.0], [0.8, -0.2, -0.2], [0.2, -0.2, -0.1], [0.2, -0.1, 0.2], [-0.3, 0.1, 0.3], [-0.1, 0.6, 0.3], [0.8, -0.6, 0.0], [0.6, -1.2, -0.1], [-0.9, 0.4, 0.2], [0.7, 0.2, -0.1], [0.1, -0.3, 0.9], [1.2, 0.4, 0.3], [-0.2, 0.3, 0.5], [-0.1, 0.0, -0.4], [-0.7, 0.0, -0.7], [-0.2, 0.1, 0.2], [0.7, 0.0, -0.4], [0.0, 0.0, 0.2], [-0.1, 0.1, -0.1], [-0.5, 0.1, -0.3], [0.2, 0.5, -0.6], [-0.5, 0.0, 0.2], [-0.3, -0.3, 0.0], [-0.1, -0.2, 0.0], [0.4, 0.9, 0.4], [-0.1, 0.5, -0.2], [-0.3, 1.0, -0.5], [0.0, -0.8, -0.4], [-0.4, 0.4, -0.1], [1.3, -0.3, -0.9], [0.0, 0.1, 0.1], [-0.3, -0.1, -0.2], [0.0, -1.3, -0.1], [0.4, 0.1, 0.7], [-0.1, -0.7, 0.3], [0.0, -0.6, -0.1], [0.3, 0.2, -0.3], [0.0, 0.1, 0.5], [0.2, -0.3, 0.0], [-1.2, 0.7, 0.8], [0.0, 0.1, 0.0]]}